No. 1
C30H52N8O10 | ωB97M-V with the def2-TZVPD basis set

XYZ file:
```
100
Properties=species:S:1:pos:R:3
O -64.803 6.470 28.884
N -64.095 7.295 29.528
O -64.026 7.332 30.741
C -63.913 8.604 28.855
C -64.205 8.712 27.377
C -64.061 10.008 26.643
C -63.204 11.063 27.428
C -62.981 11.042 28.770
C -63.264 9.757 29.593
H -64.595 7.987 26.727
H -64.148 10.074 25.726
H -63.079 11.955 26.902
H -62.577 11.837 29.192
H -63.054 9.777 30.703
O -62.022 16.058 25.792
N -60.929 15.866 25.217
O -60.303 16.640 24.551
C -60.057 14.596 25.572
C -60.615 13.527 26.495
C -60.044 12.239 26.793
C -58.631 11.959 26.245
C -57.992 13.038 25.344
C -58.641 14.455 25.189
H -61.598 13.698 26.996
H -60.518 11.607 27.447
H -58.328 11.053 26.643
H -57.115 12.817 25.031
H -57.846 14.918 24.549
C -66.908 8.193 24.823
N -67.959 8.710 25.702
C -67.711 8.477 27.115
C -69.000 9.510 25.257
O -69.756 10.061 26.041
H -66.123 9.107 24.761
H -67.118 7.929 23.763
H -66.626 7.390 25.327
H -67.825 7.283 27.228
H -68.430 8.876 27.700
H -66.793 8.727 27.635
H -69.187 9.731 24.120
C -61.529 14.892 29.490
N -63.040 14.723 29.632
C -63.894 15.198 28.462
C -63.576 13.931 30.526
O -64.759 13.601 30.542
H -61.262 15.524 30.470
H -61.230 15.270 28.528
H -60.938 13.942 29.590
H -64.995 15.382 28.578
H -64.114 14.366 27.806
H -63.535 16.150 27.996
H -62.877 13.645 31.230
C -60.590 8.739 32.465
N -60.278 9.388 31.144
C -60.074 8.453 30.128
C -60.260 10.676 31.066
O -60.085 11.313 29.989
H -61.697 8.640 32.411
H -60.505 9.354 33.204
H -60.273 7.761 32.695
H -59.561 9.087 29.340
H -60.821 7.997 29.568
H -59.594 7.578 30.446
H -60.224 11.263 31.982
C -65.463 4.120 27.018
N -66.197 3.171 26.107
C -66.535 1.787 26.628
C -66.531 3.566 24.886
O -67.176 2.800 24.048
H -65.066 4.989 26.451
H -64.642 3.690 27.479
H -66.175 4.305 27.699
H -66.306 1.101 25.873
H -67.557 1.669 26.840
H -66.146 1.528 27.486
H -66.261 4.693 24.757
C -59.772 7.161 26.153
N -61.011 6.537 26.477
C -62.041 6.463 25.393
C -61.222 5.757 27.615
O -62.323 5.261 27.840
H -59.883 8.321 26.095
H -59.420 6.808 25.173
H -58.785 6.899 26.523
H -61.531 5.927 24.622
H -62.253 7.514 25.163
H -62.970 5.944 25.648
H -60.309 5.567 28.289
C -60.067 11.396 22.418
N -61.373 11.413 23.083
C -61.862 10.222 23.726
C -62.058 12.484 23.097
O -63.005 12.654 23.899
H -59.896 12.186 21.566
H -60.083 10.440 21.907
H -59.016 11.719 22.994
H -63.000 10.098 23.492
H -61.592 10.278 24.800
H -61.023 9.341 23.428
H -61.661 13.319 22.554
```

- Kohn-Sham gap: 7.843 eV
- E_LUMO: -1.1 eV
- Energy relative to the best compared isomer or geometry (same formula, charge and spin): 318.3 kcal per mole
- E: -64328.8939 eV
- SMILES: O=[N+]([O-])c1ccccc1.O=[N+]([O-])c1ccccc1.CN(C)C=O.CN(C)C=O.CN(C)C=O.CN(C)C=O.CN(C)C=O.CN(C)C=O
- Multiplicity: 1
- Net charge: 0

Results of the Mulliken charge analysis, in e, for atoms 1 through 6:
1. O -0.463
2. N 0.951
3. O -0.607
4. C -0.637
5. C -0.315
6. C -2.512

No. 2
C30H53Cl4N2O4 | ωB97M-V with the def2-TZVPD basis set

XYZ file:
```
93
Properties=species:S:1:pos:R:3
C 0.751 -3.437 6.266
C 2.054 -2.781 5.606
C 2.014 -3.147 4.077
C 3.019 -2.259 3.183
C 2.213 -1.841 1.909
C 1.701 -2.953 1.089
C 0.900 -2.689 -0.097
C 0.631 -1.281 -0.444
C -0.259 -1.020 -1.700
C -0.009 -2.069 -2.857
O 1.124 -2.457 -3.056
N -1.036 -2.574 -3.739
C -1.246 -1.641 -4.892
C -2.353 -2.741 -3.065
C 1.179 -0.229 0.422
C 0.820 1.256 0.021
C 2.093 1.972 -0.608
C 2.203 1.850 -2.184
C 2.534 3.272 -2.745
O 1.779 4.187 -2.504
O 3.652 3.480 -3.536
C 4.346 4.699 -3.174
C 4.130 5.859 -4.241
N 1.946 -0.519 1.558
C 2.492 0.574 2.419
C 1.537 0.662 3.711
C 1.462 2.173 4.164
C 0.140 2.571 4.931
C -1.196 2.279 4.140
O -1.778 3.511 3.683
C -1.827 3.601 2.256
C -0.585 4.433 1.724
H -0.142 -2.999 5.729
H 0.705 -3.289 7.370
H 0.763 -4.525 5.972
H 2.965 -3.200 6.117
H 1.962 -1.668 5.738
H 2.128 -4.247 3.867
H 0.971 -2.892 3.720
H 3.865 -2.925 2.845
H 3.451 -1.406 3.755
H 1.901 -4.001 1.397
H 0.513 -3.548 -0.688
H -0.078 -0.011 -2.144
H -1.329 -1.016 -1.337
H -2.230 -1.938 -5.353
H -0.467 -1.766 -5.686
H -1.335 -0.595 -4.497
H -2.265 -3.432 -2.180
H -2.854 -1.761 -2.815
H -3.013 -3.285 -3.800
H 0.622 1.776 1.005
H -0.104 1.319 -0.602
H 2.994 1.437 -0.184
H 2.083 3.038 -0.242
H 1.216 1.520 -2.589
H 3.021 1.135 -2.450
H 4.122 5.061 -2.141
H 5.449 4.467 -3.200
H 5.115 6.240 -4.618
H 3.598 6.727 -3.778
H 3.548 5.511 -5.135
H 3.546 0.298 2.706
H 2.562 1.555 1.896
H 2.014 0.041 4.507
H 0.557 0.221 3.393
H 2.311 2.337 4.894
H 1.658 2.894 3.318
H 0.150 2.116 5.955
H 0.174 3.690 5.079
H -1.921 1.849 4.896
H -1.097 1.508 3.332
H -1.952 2.620 1.729
H -2.737 4.215 1.989
H -0.524 5.344 2.384
H -0.692 4.698 0.639
H 0.345 3.819 1.852
Cl -5.365 -4.332 -4.560
C -4.634 -5.777 -5.307
C -5.160 -7.058 -4.701
Cl -4.608 -7.281 -3.022
H -3.552 -5.700 -5.205
H -4.880 -5.743 -6.369
H -4.793 -7.913 -5.270
H -6.249 -7.087 -4.706
Cl -2.980 0.777 -3.178
C -4.601 0.787 -2.433
C -4.831 2.018 -1.589
Cl -3.826 2.017 -0.117
H -4.710 -0.126 -1.849
H -5.324 0.758 -3.249
H -5.871 2.053 -1.262
H -4.617 2.931 -2.143
```

- Kohn-Sham gap: 8.097 eV
- E_LUMO: -3.4 eV
- E: -93220.7644 eV
- Multiplicity: 1
- Net charge: +1

Results of the Mulliken charge analysis, in e, for atoms 1 through 6:
1. C -1.167
2. C -0.177
3. C -0.743
4. C -1.013
5. C 0.461
6. C -0.806

No. 3
C30H54ClGaN9O | ωB97M-V with the def2-TZVPD basis set

XYZ file:
```
96
Properties=species:S:1:pos:R:3
C 4.954 -1.761 2.707
C 4.084 -1.617 1.459
O 4.379 -0.450 0.709
C 5.449 -0.564 -0.211
C 4.993 -0.810 -1.669
C 3.485 -0.896 -1.919
C 2.665 0.362 -1.651
C 1.156 0.168 -1.895
Ga -0.125 0.505 -0.335
C -1.097 2.224 -0.703
C -1.263 -1.191 -0.213
C -2.687 -1.180 0.263
C -3.358 -2.540 0.386
N -3.285 -0.097 0.564
C 1.023 0.587 1.407
Cl 0.400 -0.558 2.722
C 1.217 1.946 2.053
C -0.081 2.628 2.517
H 5.738 -1.001 2.718
H 5.431 -2.740 2.777
H 4.360 -1.609 3.612
H 4.155 -2.503 0.817
H 3.032 -1.514 1.729
H 6.004 0.375 -0.151
H 6.132 -1.358 0.117
H 5.452 -1.737 -2.027
H 5.397 -0.008 -2.298
H 3.354 -1.139 -2.978
H 3.064 -1.727 -1.339
H 3.078 1.146 -2.295
H 2.872 0.690 -0.632
H 0.991 -0.862 -2.239
H 0.818 0.811 -2.719
H -1.686 2.098 -1.619
H -0.387 3.043 -0.880
H -1.789 2.519 0.086
H -0.734 -1.901 0.442
H -1.256 -1.681 -1.200
H -3.191 -2.944 1.389
H -2.932 -3.245 -0.329
H -4.434 -2.462 0.212
H -4.236 -0.283 0.889
H 2.007 0.162 1.214
H 1.909 1.868 2.904
H 1.716 2.573 1.303
H -0.945 2.014 2.256
H -0.227 3.605 2.055
H -0.086 2.767 3.600
C 4.780 3.281 1.984
C 3.902 4.442 2.078
N 3.236 5.374 2.167
H 5.593 3.495 1.293
H 5.186 3.065 2.971
H 4.235 2.411 1.614
C -7.394 -3.539 2.041
C -6.690 -2.292 2.304
N -6.142 -1.300 2.494
H -7.028 -4.320 2.704
H -8.461 -3.395 2.207
H -7.229 -3.833 1.006
C 7.049 4.375 -2.554
C 6.138 3.529 -1.793
N 5.413 2.870 -1.195
H 7.286 5.272 -1.984
H 7.969 3.834 -2.767
H 6.585 4.668 -3.494
C -9.195 0.349 2.654
C -9.897 -0.681 3.405
N -10.442 -1.501 3.996
H -8.986 1.213 3.282
H -8.257 -0.050 2.276
H -9.803 0.661 1.807
C 3.427 -4.819 4.780
C 3.968 -5.142 3.467
N 4.394 -5.376 2.427
H 3.786 -3.839 5.088
H 2.339 -4.794 4.735
H 3.740 -5.564 5.510
C -11.633 -1.272 -0.755
C -10.220 -1.397 -0.421
N -9.110 -1.495 -0.147
H -11.875 -0.231 -0.961
H -11.861 -1.868 -1.636
H -12.240 -1.620 0.079
C -0.272 -0.195 -6.289
C 1.049 -0.308 -5.686
N 2.091 -0.478 -5.233
H -0.462 0.855 -6.509
H -0.304 -0.781 -7.206
H -1.034 -0.550 -5.597
C 2.268 3.245 -4.445
C 0.925 3.141 -4.994
N -0.143 3.057 -5.411
H 2.623 4.272 -4.521
H 2.246 2.943 -3.400
H 2.937 2.574 -4.982
```

- Kohn-Sham gap: 6.020 eV
- E_LUMO: 1.8 eV
- E: -112340.5460 eV
- Multiplicity: 1
- Net charge: -1

Results of the Mulliken charge analysis, in e, for atoms 1 through 6:
1. C -1.500
2. C -0.230
3. O 0.231
4. C -0.678
5. C -0.832
6. C -0.975

No. 4
C30H54IrP2 | ωB97M-V with the def2-TZVPD basis set

XYZ file:
```
87
Properties=species:S:1:pos:R:3
Ir 0.355 0.128 0.391
C 1.445 0.324 -2.077
C 0.266 0.906 -2.603
C 0.706 1.986 -0.589
C 1.811 1.036 -0.862
C -0.180 1.925 -1.746
C 2.323 -0.677 -2.731
H 1.752 -1.453 -3.259
H 2.959 -1.178 -1.989
H 2.985 -0.195 -3.464
C 3.189 1.260 -0.332
H 3.906 0.543 -0.739
H 3.160 1.153 0.750
H 3.539 2.275 -0.557
C 0.883 3.153 0.326
H 1.366 3.990 -0.189
H 1.486 2.863 1.192
H -0.083 3.497 0.709
C -1.217 2.931 -2.047
H -0.844 3.708 -2.731
H -1.553 3.437 -1.137
H -2.099 2.479 -2.515
C -0.285 0.601 -3.951
H 0.325 1.057 -4.747
H -1.303 0.978 -4.060
H -0.311 -0.477 -4.148
C -2.283 -2.516 -1.263
C -1.577 -2.293 -2.384
C -2.152 -2.450 -3.758
C -3.131 -1.347 -4.259
C -3.500 -0.255 -3.290
C -4.203 -0.481 -2.174
C -4.741 -1.842 -1.813
C -3.738 -2.894 -1.280
H -2.666 -3.422 -3.838
H -4.042 -1.856 -4.618
H -1.310 -2.497 -4.467
H -3.874 -3.817 -1.868
H -1.821 -2.513 -0.270
H -0.511 -2.051 -2.355
H -4.029 -3.148 -0.250
H -5.511 -1.690 -1.041
H -4.535 0.342 -1.532
H -5.262 -2.277 -2.681
H -2.684 -0.873 -5.146
H -3.290 0.766 -3.628
P 1.167 -1.965 0.804
C 2.948 -1.860 1.202
H 3.261 -2.800 1.671
H 3.114 -1.033 1.902
H 3.541 -1.691 0.294
C 0.391 -2.720 2.260
H 1.053 -3.512 2.632
H -0.577 -3.158 1.991
H 0.257 -1.964 3.042
C 1.077 -3.203 -0.515
H 0.035 -3.471 -0.719
H 1.632 -4.097 -0.199
H 1.526 -2.811 -1.436
P -1.535 0.554 1.601
C -2.617 1.730 0.723
H -3.622 1.694 1.166
H -2.691 1.428 -0.329
H -2.232 2.756 0.793
C -2.688 -0.830 1.813
H -3.260 -0.956 0.885
H -3.379 -0.581 2.631
H -2.161 -1.757 2.049
C -1.233 1.288 3.248
H -2.179 1.611 3.701
H -0.558 2.150 3.152
H -0.738 0.553 3.895
C 3.644 2.910 3.005
C 3.152 1.611 3.666
C 4.296 0.601 3.772
C 2.675 1.946 5.077
C 2.047 1.003 2.882
C 1.203 0.572 2.084
H 4.410 3.373 3.643
H 2.815 3.626 2.894
H 4.085 2.727 2.019
H 5.087 1.000 4.419
H 3.922 -0.332 4.214
H 4.722 0.382 2.790
H 1.891 2.713 5.058
H 2.283 1.051 5.574
H 3.514 2.329 5.665
```

- <S²>: 6.03
- Kohn-Sham gap (spin up / spin down): 6.967 / 5.991 eV
- E_LUMO (spin up / spin down): -1.7 / -4.9 eV
- Energy relative to the best compared isomer or geometry (same formula, charge and spin): 0.0 kcal per mole
- E: -53391.9034 eV
- Multiplicity: 5
- Net charge: +1

Results of the Mulliken charge analysis, in e, for atoms 1 through 6:
1. Ir 1.529
2. C -0.125
3. C 0.948
4. C -0.059
5. C 0.722
6. C 0.213

No. 5
C30H55N2O28P3S | ωB97M-V with the def2-TZVPD basis set

XYZ file:
```
119
Properties=species:S:1:pos:R:3
O 5.412 2.285 4.079
P 6.206 1.362 3.251
C 7.182 2.175 1.941
C 7.004 2.058 0.580
P 5.734 1.090 -0.326
P 3.783 1.494 0.538
O 3.814 2.644 1.448
O 2.742 1.796 -0.644
O 3.237 0.110 1.198
C 7.877 2.754 -0.318
C 8.890 3.544 0.119
C 9.076 3.697 1.510
N 9.992 4.449 2.142
S 9.740 4.265 3.701
N 8.508 3.240 3.714
C 8.233 3.014 2.421
H 5.482 0.354 2.588
H 7.152 0.672 4.036
H 5.989 -0.281 -0.116
H 1.874 1.514 -0.316
H 3.867 -0.570 0.920
H 7.721 2.652 -1.382
H 9.532 4.058 -0.579
C -2.303 -3.722 -0.711
O -1.530 -3.385 0.445
C -0.909 -2.212 0.371
O -0.936 -1.452 -0.563
O -0.242 -2.023 1.509
C 0.489 -0.795 1.557
H -2.745 -4.695 -0.519
H -3.099 -2.997 -0.866
H -1.670 -3.785 -1.594
H -0.190 0.054 1.466
H 1.231 -0.774 0.773
H 0.983 -0.752 2.522
C -5.544 -1.738 -0.412
O -6.805 -2.301 -0.782
C -6.733 -3.484 -1.382
O -5.727 -4.103 -1.618
O -7.978 -3.871 -1.669
C -8.065 -5.146 -2.313
H -5.741 -0.785 0.070
H -5.023 -2.383 0.294
H -4.928 -1.565 -1.293
H -7.662 -5.929 -1.672
H -7.540 -5.130 -3.267
H -9.120 -5.332 -2.488
C 11.417 2.585 -4.617
O 10.083 2.934 -4.236
C 9.260 3.138 -5.267
O 9.549 3.048 -6.429
O 8.060 3.454 -4.779
C 7.059 3.680 -5.776
H 11.975 2.448 -3.695
H 11.424 1.656 -5.183
H 11.873 3.385 -5.196
H 6.897 2.782 -6.369
H 7.336 4.515 -6.417
H 6.141 3.927 -5.252
C -8.863 -3.718 1.256
O -8.360 -2.752 2.187
C -8.060 -3.276 3.371
O -8.197 -4.433 3.671
O -7.566 -2.314 4.150
C -7.189 -2.751 5.456
H -9.068 -3.194 0.332
H -8.117 -4.491 1.073
H -9.786 -4.163 1.626
H -6.406 -3.505 5.398
H -8.050 -3.144 5.994
H -6.808 -1.878 5.977
C 1.585 5.078 -4.946
O 2.597 4.960 -5.950
C 2.137 5.024 -7.199
O 0.988 5.168 -7.522
O 3.172 4.902 -8.031
C 2.820 4.955 -9.415
H 2.092 5.009 -3.988
H 1.083 6.040 -5.019
H 0.864 4.267 -5.030
H 2.365 5.913 -9.660
H 2.146 4.140 -9.672
H 3.745 4.845 -9.973
C -5.945 -8.085 3.028
O -4.838 -8.148 2.125
C -5.178 -7.977 0.849
O -6.292 -7.790 0.432
O -4.071 -8.042 0.111
C -4.287 -7.875 -1.292
H -5.553 -8.234 4.030
H -6.424 -7.108 2.978
H -6.668 -8.867 2.807
H -4.716 -6.897 -1.506
H -4.929 -8.663 -1.682
H -3.316 -7.946 -1.773
C 0.189 1.990 8.016
O 1.316 1.918 7.144
C 1.016 2.049 5.850
O -0.089 2.213 5.397
O 2.135 1.966 5.144
C 1.934 2.104 3.732
H 0.571 1.871 9.026
H -0.303 2.957 7.930
H -0.516 1.189 7.801
H 1.506 3.078 3.501
H 1.282 1.309 3.371
H 2.890 2.025 3.229
C -2.138 3.121 2.286
O -3.207 3.657 1.500
C -3.939 2.732 0.887
O -3.776 1.542 0.961
O -4.882 3.350 0.174
C -5.741 2.467 -0.546
H -1.615 3.962 2.732
H -2.520 2.482 3.078
H -1.447 2.566 1.653
H -6.281 1.813 0.137
H -5.172 1.879 -1.264
H -6.455 3.086 -1.082
```

- Kohn-Sham gap: 8.302 eV
- E_LUMO: -1.4 eV
- Energy relative to the best compared isomer or geometry (same formula, charge and spin): 8.9 kcal per mole
- E: -131015.5286 eV
- Multiplicity: 1
- Net charge: 0

Results of the Mulliken charge analysis, in e, for atoms 1 through 6:
1. O -0.598
2. P 0.519
3. C 0.204
4. C 0.671
5. P -0.337
6. P 0.892